{
  "formula": "C9H14OS",
  "method": "ωB97M-V with the def2-TZVPD basis set",
  "gap_ev": [2.562, 6.408],
  "lumo_ev": [3.12, 3.05],
  "total_charge": -1,
  "e_tot_ha": -824.66636,
  "s2": 0.7629,
  "spin_multiplicity": 2,
  "homo_ev": [0.56, -3.35],
  "elements": ["C", "C", "C", "C", "C", "C", "C", "O", "H", "H", "H", "H", "H", "H", "H", "H", "C", "C", "S", "H", "H", "H", "H", "H", "H"],
  "coordinates": [[1.54559, -2.07522, 1.32911], [1.75713, -0.40903, -0.45020], [1.10348, -1.57665, -0.01794], [1.40284, -0.03192, -1.78566], [0.20648, -0.55508, -2.29940], [0.06280, -2.22930, -0.64542], [-0.45506, -1.68891, -1.88553], [-0.29578, 0.04118, -3.47309], [2.69128, -0.08019, -0.01571], [1.74214, 0.89332, -2.20034], [0.70812, -2.55992, 1.94598], [1.93848, -1.53301, 2.16395], [-0.51288, -3.01092, -0.17808], [0.05323, 0.92887, -3.59853], [-1.20939, -2.09020, -2.53680], [1.99717, -3.08655, 1.18909], [-2.49990, 1.36102, 1.64871], [-0.06573, 1.44990, 2.76162], [-0.97467, 2.34282, 1.54104], [-3.17426, 1.90146, 2.32138], [-3.01897, 1.13567, 0.72349], [-2.30583, 0.36494, 2.06476], [-0.62803, 1.55723, 3.68353], [0.85317, 2.03255, 2.91207], [0.26898, 0.42036, 2.61397]],
  "atomic_forces_ev_per_a": [[-2.1, -3.9, 1.1], [-0.5, -1.4, -0.9], [0.7, 1.1, 2.1], [-1.0, 0.3, 0.2], [0.4, 0.5, -1.6], [-0.4, 0.0, -0.9], [0.9, 1.0, 0.5], [-0.4, -0.3, -0.2], [-0.1, 0.0, 0.3], [0.3, 0.6, -0.3], [-0.2, 0.9, -1.0], [1.2, 1.1, -0.4], [0.2, -0.2, 0.4], [0.3, -0.2, 0.4], [-0.3, -0.3, 0.2], [1.0, 0.9, 0.1], [-0.4, -0.2, 0.6], [1.1, 0.6, 1.1], [-0.5, -0.6, -1.1], [-0.1, -0.3, -0.1], [0.2, 0.5, -0.4], [0.3, 0.3, 0.1], [0.0, -0.3, 0.4], [-0.1, -0.1, 0.0], [-0.5, 0.0, -0.6]],
  "lowdin_spin": [0.0119, 0.2031, 0.0385, 0.2228, 0.0471, 0.1847, 0.1843, -0.0015, 0.0190, 0.0233, -0.0008, 0.0020, 0.0177, 0.0014, 0.0160, 0.0032, 0.0023, 0.0091, 0.0072, 0.0002, 0.0016, 0.0002, 0.0013, 0.0025, 0.0028]
}